# 1
Molecular formula: C5H8N
Method: DFT, ωB97M-V/def2-TZVPD

Geometry as ORCA input:
```
! wB97M-V def2-TZVPD RIJCOSX def2/J DEFGRID3
* xyz 1 1
C 0.96 -0.83 -0.43
C 0.52 -0.69 0.81
C -0.76 -0.16 0.90
C 0.31 -0.15 -1.31
C 0.51 1.33 -1.57
N -0.17 -1.17 1.93
H -1.03 0.87 1.35
H -1.64 -0.55 0.53
H -0.15 -0.72 -2.16
H 1.19 1.73 -0.74
H -0.45 1.89 -1.58
H 0.98 1.37 -2.59
H -0.20 -2.13 2.00
H -0.08 -0.78 2.87
*
```

Calculated values
molar mass = 82.13 g mol⁻¹
F_max = 0.1175 Eh/bohr
lowest unoccupied orbital energy = -4.6 eV
structure (SMILES) = CC=C=C1C[NH2+]1

# 2
Molecular formula: C6H8OS
Method: DFT, ωB97M-V/def2-TZVPD

Geometry as ORCA input:
```
! wB97M-V def2-TZVPD RIJCOSX def2/J DEFGRID3
* xyz 0 1
C -1.32 -0.73 -1.22
C 0.03 -0.70 -0.55
C -0.13 -0.29 0.91
C 0.52 0.73 0.02
C 1.95 0.66 -0.02
C 3.15 0.11 0.05
H -1.08 -0.33 -2.29
H -2.23 -0.12 -0.88
H -1.90 -1.64 -1.34
H 0.84 -1.47 -0.87
H 0.54 -0.79 1.64
H -1.71 0.92 1.90
H -0.96 2.07 1.16
H 4.23 -0.62 0.54
O -1.60 -0.09 1.28
S -0.35 2.29 -0.33
*
```

Calculated values
molar mass = 128.20 g mol⁻¹
F_max = 0.1775 Eh/bohr
lowest unoccupied orbital energy = -0.3 eV

# 3
Molecular formula: C20H26N4O4
Method: DFT, ωB97M-V/def2-TZVPD

Geometry as ORCA input:
```
! wB97M-V def2-TZVPD RIJCOSX def2/J DEFGRID3
* xyz 0 1
C -3.96 0.19 3.24
C -2.89 -0.23 2.24
N -2.06 0.89 1.87
C -0.90 0.73 1.21
O -0.36 -0.37 1.06
C -0.35 1.99 0.70
C 0.79 2.25 -0.04
N 0.78 3.60 -0.24
C -0.32 4.10 0.35
N -1.02 3.16 0.92
H -0.58 5.14 0.35
H 1.51 4.07 -0.76
C 1.92 1.49 -0.63
O 2.78 2.12 -1.25
N 1.86 0.17 -0.44
C 2.82 -0.83 -0.90
C 4.03 -0.90 0.02
C 4.88 0.19 0.17
C 5.97 0.12 1.01
C 6.24 -1.05 1.70
C 5.40 -2.14 1.56
C 4.29 -2.06 0.73
H 3.64 -2.91 0.63
H 5.59 -3.05 2.11
H 7.10 -1.11 2.35
H 6.63 0.97 1.11
H 4.67 1.11 -0.37
C 3.24 -0.60 -2.35
H 3.94 -1.38 -2.65
H 2.37 -0.63 -3.00
H 3.73 0.37 -2.46
H 2.29 -1.79 -0.84
H 1.09 -0.18 0.14
H -2.46 1.82 1.84
H -2.24 -1.00 2.68
C -3.54 -0.89 1.01
O -4.26 -1.85 1.11
O -3.18 -0.27 -0.09
C -3.51 -0.78 -1.41
C -5.02 -0.77 -1.62
H -5.50 -1.44 -0.91
H -5.25 -1.09 -2.63
H -5.41 0.23 -1.47
C -2.82 0.20 -2.36
H -1.75 0.20 -2.17
H -3.00 -0.10 -3.39
H -3.20 1.20 -2.20
C -2.93 -2.19 -1.57
H -3.45 -2.89 -0.92
H -3.05 -2.52 -2.60
H -1.88 -2.18 -1.31
H -4.59 -0.66 3.46
H -3.50 0.55 4.16
H -4.58 0.98 2.82
*
```

Calculated values
molar mass = 386.45 g mol⁻¹
F_max = 0.0182 Eh/bohr
lowest unoccupied orbital energy = 0.6 eV
structure (SMILES) = C[C@H](NC(=O)c1nc[nH]c1C(=O)N[C@@H](C)c1ccccc1)C(=O)OC(C)(C)C

# 4
Molecular formula: C41H100N6O17P3
Method: DFT, ωB97M-V/def2-TZVPD

Geometry as ORCA input:
```
! wB97M-V def2-TZVPD RIJCOSX def2/J DEFGRID3
* xyz 1 1
C -0.43 -4.41 -6.12
C -1.22 -4.61 -4.78
C -1.68 -3.31 -3.96
C -2.46 -2.23 -4.85
N -2.49 -0.90 -4.13
C -3.30 -1.06 -2.84
C -3.99 0.32 -2.48
C -4.09 0.93 -3.94
C -3.32 0.17 -4.95
C -1.10 -0.35 -3.91
H -0.55 -5.24 -6.82
H 0.63 -4.26 -5.96
H -0.80 -3.52 -6.63
H -0.73 -5.28 -4.07
H -2.18 -5.05 -5.02
H -0.72 -3.00 -3.54
H -2.37 -3.62 -3.18
H -3.50 -2.51 -4.98
H -1.97 -1.92 -5.78
H -2.66 -1.44 -2.05
H -4.04 -1.85 -2.93
H -3.32 0.96 -1.90
H -4.90 0.19 -1.91
H -3.59 1.90 -3.87
H -5.12 1.19 -4.20
H -2.56 0.77 -5.45
H -3.90 -0.34 -5.71
H -0.59 -1.08 -3.29
H -1.07 0.66 -3.50
H -0.54 -0.23 -4.84
C 3.36 2.66 3.28
C 3.11 3.49 1.96
C 2.77 2.63 0.69
C 2.63 3.50 -0.68
N 2.83 2.70 -1.97
C 4.29 2.08 -1.88
C 4.83 2.30 -3.26
C 4.31 3.63 -3.68
C 2.84 3.60 -3.22
C 1.78 1.56 -2.04
H 2.44 2.13 3.51
H 3.45 3.34 4.13
H 4.12 1.88 3.25
H 4.01 4.07 1.77
H 2.33 4.23 2.12
H 1.86 2.21 1.12
H 3.53 1.87 0.53
H 3.35 4.32 -0.66
H 1.66 4.00 -0.73
H 4.26 1.03 -1.60
H 4.88 2.69 -1.19
H 4.56 1.44 -3.88
H 5.91 2.43 -3.32
H 4.51 3.88 -4.72
H 4.83 4.36 -3.06
H 2.25 3.12 -4.00
H 2.35 4.56 -3.10
H 0.82 2.04 -1.86
H 2.01 0.92 -1.19
H 1.79 1.05 -3.01
C -0.12 0.14 1.69
C -0.70 -0.05 0.27
O -0.06 -1.01 -0.55
H -0.24 -0.83 2.17
H -0.66 0.89 2.26
H 0.94 0.39 1.62
H -0.72 0.93 -0.22
H -1.76 -0.22 0.46
C -4.84 -1.13 1.09
C -5.83 -2.34 1.22
O -5.61 -3.34 0.56
N -6.90 -2.23 2.00
C -7.87 -3.30 2.26
H -3.83 -1.43 0.83
H -4.69 -0.70 2.08
H -5.30 -0.57 0.28
H -7.06 -1.34 2.44
H -7.71 -3.71 3.26
H -7.59 -4.07 1.53
H -8.87 -2.99 1.98
C 1.28 4.10 6.68
C 0.96 2.97 5.71
O 0.18 3.12 4.73
N 1.47 1.79 5.98
C 1.19 0.54 5.29
H 1.68 3.75 7.63
H 0.39 4.73 6.77
H 2.02 4.73 6.19
H 2.11 1.77 6.76
H 0.85 -0.24 5.97
H 2.06 0.02 4.92
H 0.50 0.69 4.46
C 3.82 -0.92 0.55
C 4.56 -2.24 0.93
O 4.35 -2.71 2.03
N 5.24 -2.92 -0.02
C 5.75 -4.33 0.14
H 4.47 -0.10 0.24
H 3.39 -0.48 1.45
H 2.97 -1.10 -0.11
H 5.23 -2.60 -0.98
H 6.80 -4.44 -0.15
H 5.22 -5.10 -0.42
H 5.77 -4.55 1.21
C -1.91 -4.15 0.12
C -0.86 -4.46 1.16
O -0.83 -5.58 1.78
N 0.08 -3.55 1.37
C 1.24 -3.83 2.25
H -2.76 -3.52 0.38
H -2.32 -5.11 -0.19
H -1.41 -3.62 -0.70
H 0.09 -2.70 0.82
H 2.09 -4.43 1.90
H 1.04 -4.51 3.08
H 1.74 -2.98 2.71
C 0.77 6.37 1.20
O 0.22 6.24 -0.15
P -1.33 6.23 -0.42
O -1.71 6.03 -1.84
O -1.93 5.02 0.51
C -2.04 3.79 -0.03
O -1.90 7.50 0.44
C -3.24 7.61 0.85
H 0.89 7.38 1.58
H 1.76 5.94 1.03
H 0.32 5.67 1.91
H -2.93 3.85 -0.67
H -2.09 3.11 0.82
H -1.29 3.29 -0.64
H -3.38 7.59 1.93
H -3.85 6.75 0.59
H -3.67 8.50 0.39
C -1.97 -1.70 4.09
O -1.54 -1.65 5.46
P -2.62 -1.24 6.66
O -1.95 -1.04 7.99
O -3.39 0.12 6.13
C -4.00 0.97 6.88
O -3.72 -2.46 6.56
C -3.18 -3.78 6.66
H -2.25 -0.70 3.77
H -2.81 -2.39 4.06
H -1.21 -2.23 3.51
H -3.90 0.88 7.96
H -5.02 1.03 6.51
H -3.78 2.01 6.63
H -4.08 -4.33 6.39
H -2.87 -4.00 7.69
H -2.51 -4.01 5.83
C 5.97 -1.53 -5.15
O 4.92 -2.35 -4.93
P 3.86 -1.86 -3.75
O 4.58 -1.18 -2.67
O 2.79 -0.85 -4.48
C 2.09 -1.05 -5.67
O 3.05 -3.22 -3.39
C 1.80 -3.17 -2.69
H 5.99 -1.46 -6.24
H 6.90 -2.06 -4.93
H 5.97 -0.56 -4.67
H 1.43 -1.91 -5.66
H 2.83 -1.21 -6.45
H 1.44 -0.22 -5.95
H 1.25 -4.11 -2.78
H 1.28 -2.22 -2.80
H 1.92 -3.11 -1.61
*
```

Calculated values
molar mass = 1042.20 g mol⁻¹
F_max = 0.1677 Eh/bohr
lowest unoccupied orbital energy = -2.3 eV

# 5
Molecular formula: C5H6N2O2
Method: DFT, ωB97M-V/def2-TZVPD

Geometry as ORCA input:
```
! wB97M-V def2-TZVPD RIJCOSX def2/J DEFGRID3
* xyz 0 1
C -1.36 -0.14 0.03
C -0.93 -1.60 0.11
C 1.63 -0.04 -0.53
C 1.03 0.99 0.40
C -0.45 0.95 0.70
H -1.08 -2.06 -0.94
H -1.55 -2.17 0.86
H 2.31 0.30 -1.39
H 1.80 1.45 1.10
H -0.13 1.70 -1.20
H -0.85 1.41 1.65
N 1.33 -1.30 -0.49
N 0.12 1.89 -0.25
O -2.32 0.22 -0.60
O 0.45 -1.60 0.54
*
```

Calculated values
molar mass = 126.11 g mol⁻¹
F_max = 0.0512 Eh/bohr
lowest unoccupied orbital energy = 0.5 eV
structure (SMILES) = O=C1CON=C[C@H]2N[C@@H]12

- Look up the F_max of the first one.
  0.1175 Eh/bohr

Copy entry 1 word for word.
Molecular formula: C5H8N
Method: DFT, ωB97M-V/def2-TZVPD

Geometry as ORCA input:
```
! wB97M-V def2-TZVPD RIJCOSX def2/J DEFGRID3
* xyz 1 1
C 0.96 -0.83 -0.43
C 0.52 -0.69 0.81
C -0.76 -0.16 0.90
C 0.31 -0.15 -1.31
C 0.51 1.33 -1.57
N -0.17 -1.17 1.93
H -1.03 0.87 1.35
H -1.64 -0.55 0.53
H -0.15 -0.72 -2.16
H 1.19 1.73 -0.74
H -0.45 1.89 -1.58
H 0.98 1.37 -2.59
H -0.20 -2.13 2.00
H -0.08 -0.78 2.87
*
```

Calculated values
molar mass = 82.13 g mol⁻¹
F_max = 0.1175 Eh/bohr
lowest unoccupied orbital energy = -4.6 eV
structure (SMILES) = CC=C=C1C[NH2+]1

- The lowest molar mass belongs to which entry?
  C5H8N